{"formula": "C2H8N2O2", "method": "the ωB97M-V functional and the def2-TZVPD basis", "homo_energy_ha": -0.3130, "relative_energy_kcal_mol": 44.56, "gap_ev": 9.2, "smiles": "O=CO.NCN", "e_lumo_ev": 0.657, "elements": ["N", "C", "N", "H", "H", "H", "H", "H", "H", "O", "C", "O", "H", "H"], "positions_angstrom": [[0.803, -0.954, 1.039], [1.310, 0.274, 0.439], [2.117, 0.128, -0.762], [1.555, -1.640, 1.146], [-0.055, -1.296, 0.618], [1.930, 0.772, 1.143], [0.396, 0.858, 0.370], [1.621, -0.388, -1.496], [2.976, -0.280, -0.533], [-1.556, -0.512, -0.738], [-2.260, 0.226, -0.203], [-2.711, 1.371, -0.763], [-2.567, 0.282, 0.864], [-3.557, 1.160, -1.126]], "forces_ev_per_angstrom": [[0.66, -0.14, 0.62], [-0.68, -1.18, -0.06], [-2.28, 1.06, -0.74], [-0.82, 0.07, -0.17], [0.61, -0.19, -0.13], [0.59, 0.47, 0.79], [0.30, 0.57, -0.85], [0.46, 0.16, 0.48], [1.32, -0.81, 0.13], [1.88, -2.72, -1.45], [-1.37, 2.68, 2.63], [0.25, 0.74, -0.51], [0.26, -0.94, -0.05], [-1.19, 0.25, -0.69]], "nbo_charge": [-0.879, -0.056, -0.849, 0.352, 0.379, 0.170, 0.169, 0.360, 0.351, -0.518, 0.659, -0.728, 0.102, 0.490]}